Entry from the Open Molecules 2025 dataset: a structure of composition C4H11N3S at a distorted geometry (ωB97M-V/def2-TZVPD).

```
19
Properties=species:S:1:pos:R:3:forces:R:3:nbo_charge:R:1
C 1.86427 -0.55499 -0.60434 0.47 -2.57 -0.83 -0.460
C -0.95291 -1.19278 0.63817 -0.64 3.87 -1.26 -0.225
C -1.94400 -0.54767 -0.45590 1.95 -0.23 0.45 -0.519
C 0.93861 1.67521 -0.37752 -0.98 2.13 2.72 0.256
H 1.46620 -1.81089 -0.05954 1.70 3.83 -2.44 0.210
H 2.93607 -0.23647 0.03294 -3.05 -0.85 -2.16 0.214
H 1.90933 -0.55033 -1.92563 0.54 -0.33 4.26 0.240
H 0.89843 -0.70798 1.54976 -1.87 1.61 -1.55 0.352
H -1.46156 -1.44211 1.52675 -0.71 0.31 1.35 0.204
H -0.70253 -2.13793 0.25727 1.16 -1.28 -1.06 0.175
H -1.35049 -0.41072 -1.40058 -0.80 -0.48 0.91 0.219
H -2.60285 -1.36094 -0.49792 -1.60 -0.79 -0.88 0.210
H -1.48102 1.51707 0.07460 -2.02 0.27 -0.12 0.162
H 1.32082 1.83523 -1.45652 -0.64 0.55 1.98 0.195
H 0.46436 2.14687 1.63617 0.47 1.28 -4.31 0.362
N 0.69690 0.27359 -0.26575 1.67 -0.26 0.89 -0.381
N 0.12983 -0.20019 0.93606 0.71 -1.59 1.88 -0.472
N 0.68076 2.64613 0.55585 0.84 -4.92 -0.46 -0.674
S -2.81022 1.05890 -0.16386 2.78 -0.55 0.64 -0.067
```
Positions in Å, forces in eV/Å.

* Kohn-Sham gap: 9.23 eV
* ΔE to the lowest compared entry with this formula, charge and spin: 139.0 kcal/mol
* total energy: -19626.135 eV
* HOMO: -8.810 eV
* E_LUMO: 0.42 eV
* maximum force: 0.098 Eh/bohr

Entry from the Open Molecules 2025 dataset: the ion C4H11N4 with charge +1 at a distorted geometry (ωB97M-V/def2-TZVPD).

```
19
Properties=species:S:1:pos:R:3:forces:R:3:nbo_charge:R:1
C 0.65621 0.26544 0.16486 -1.04 -1.46 2.81 0.578
C -0.64942 1.34715 -1.45237 1.06 -1.10 -1.93 -0.603
C -0.29590 -1.14854 -1.68283 0.01 -1.98 3.45 -0.606
C 0.36088 0.15109 -1.24413 -1.71 0.89 -2.40 -0.350
N -0.59536 -0.84075 3.40793 -1.27 0.00 -0.84 -0.283
N 0.00610 -0.32424 2.46601 2.15 1.03 1.62 0.025
N -0.55904 0.10605 1.37536 4.51 0.76 -2.66 -0.408
N 1.69850 0.35756 0.78993 0.58 0.55 1.65 -0.675
H -1.65686 1.23487 -1.13750 -0.73 -0.72 0.88 0.223
H -0.76595 1.57649 -2.49863 0.22 -0.06 -0.57 0.246
H -0.22972 2.18787 -1.02404 0.64 2.01 0.96 0.217
H -1.38290 -1.24837 -1.58718 0.04 0.43 1.09 0.227
H 0.20436 -2.02888 -1.11068 -0.90 1.20 -1.42 0.221
H -0.28841 -1.26463 -2.70062 1.12 -0.35 -2.64 0.243
H 1.32096 0.20404 -1.93063 -1.64 0.54 1.92 0.278
H -0.03488 -1.04123 4.22279 0.81 0.13 0.02 0.373
H -1.48581 -0.05857 1.15559 -2.25 -0.86 -0.07 0.422
H 2.54673 0.49433 0.30606 1.09 0.02 -0.79 0.414
H 1.15052 0.03033 2.48008 -2.69 -1.02 -1.04 0.457
```
Positions in Å, forces in eV/Å.

* Kohn-Sham gap: 10.68 eV
* ΔE to the lowest compared entry with this formula, charge and spin: 119.7 kcal/mol
* total energy: -10275.997 eV
* charge: +1
* HOMO: -15.194 eV
* E_LUMO: -4.52 eV
* maximum force: 0.103 Eh/bohr

Entry from the Open Molecules 2025 dataset: a cluster of 2 separate species, C4H11N4 in total at a distorted geometry (ωB97M-V/def2-TZVPD).

```
19
Properties=species:S:1:pos:R:3:forces:R:3:mulliken_spin:R:1
C 2.06483 -1.08247 0.18978 0.42 4.26 1.08 0.019
C 1.88092 0.22186 0.17718 -1.97 0.72 -1.92 0.654
C -0.40786 0.76153 -1.42386 -0.43 1.57 -4.44 0.540
C -2.14523 0.82542 0.21191 -0.17 -1.85 1.83 0.415
N -1.33740 0.22385 -0.69116 -0.10 -2.65 0.32 -0.002
N 1.92334 1.38331 0.85515 -0.06 -1.06 -0.61 0.151
N -2.78259 -0.02836 1.09048 0.91 -2.26 -2.25 0.179
N 1.47938 -2.12921 -0.29775 -2.05 -2.86 -1.92 0.001
H 2.91858 -1.25916 0.67603 3.60 -1.42 2.25 0.018
H -0.47165 1.86092 -1.50406 0.75 -0.52 0.50 0.013
H -0.35312 0.28786 -2.49313 0.92 0.49 2.33 0.019
H -2.01052 1.86002 0.54646 -0.02 -0.39 -0.69 0.012
H -1.28306 -0.84484 -0.79671 -1.14 2.10 0.71 -0.011
H 2.49249 2.15368 0.63685 0.81 0.83 -1.25 -0.001
H 1.88580 1.32244 1.81803 -0.36 -0.34 2.55 -0.006
H -3.50182 0.33808 1.60213 -1.92 1.56 1.76 -0.006
H -3.09572 -1.01734 0.82888 1.12 1.93 0.02 -0.001
H 0.68129 -1.95077 -0.88507 0.15 -0.43 -0.29 0.013
H 2.06235 -2.92681 -0.54114 -0.46 0.32 0.03 -0.007
```
Positions in Å, forces in eV/Å.

* Kohn-Sham gap (alpha / beta): 5.08 / 6.44 eV
* ΔE to the lowest compared entry with this formula, charge and spin: 36.6 kcal/mol
* total energy: -10274.057 eV
* charge: +1
* HOMO (alpha / beta): -9.065 / -11.431 eV
* multiplicity: 3
* E_LUMO (alpha / beta): -3.98 / -4.99 eV
* maximum force: 0.092 Eh/bohr

Entry from the Open Molecules 2025 dataset: the ion C4H11N4O with charge +1 at a distorted geometry (ωB97M-V/def2-TZVPD).

```
20
Properties=species:S:1:pos:R:3:forces:R:3:nbo_charge:R:1
C -1.27391 -0.30803 0.74407 2.57 -0.71 -2.05 -0.178
C -1.58677 -1.35662 -0.37404 -0.68 0.91 1.27 0.464
C -0.24289 -0.99388 1.66805 -2.11 -1.67 3.59 -0.692
C 2.54011 0.34130 -1.44279 1.50 1.04 1.59 -0.441
N 0.48134 0.94485 -0.51545 0.39 2.86 -1.00 0.105
N -0.62916 0.89604 0.04120 -1.99 -0.83 1.47 0.049
N -1.55156 1.98570 -0.00854 1.02 -1.23 -3.85 -0.612
N 1.28502 0.01450 -0.78571 -0.80 -1.91 0.92 -0.289
O -0.72334 -1.64439 -1.14887 -0.48 -0.58 -0.36 -0.513
H -2.15376 -0.01105 1.26866 -0.39 0.59 0.15 0.253
H -2.61128 -1.79230 -0.28358 0.53 -0.15 -0.58 0.165
H 0.82498 -0.76032 1.75381 -0.56 0.74 -0.32 0.260
H -0.25670 -2.10834 1.52026 -0.04 0.96 -0.11 0.248
H -0.76760 -0.91413 2.75411 1.79 -0.04 -2.26 0.262
H 2.42451 1.04340 -2.20181 -0.98 1.04 -1.56 0.236
H 3.23527 0.90414 -0.78203 -0.55 -0.67 0.23 0.229
H 3.12634 -0.44862 -1.85949 -0.40 -1.13 0.08 0.251
H -1.74776 2.38532 0.82488 -0.37 0.89 3.86 0.374
H -1.30282 2.76474 -0.61627 0.58 -0.72 -0.40 0.400
H 0.92996 -0.94232 -0.55647 0.94 0.63 -0.69 0.429
```
Positions in Å, forces in eV/Å.

* Kohn-Sham gap: 9.97 eV
* ΔE to the lowest compared entry with this formula, charge and spin: 102.2 kcal/mol
* total energy: -12323.542 eV
* charge: +1
* HOMO: -13.741 eV
* E_LUMO: -3.77 eV
* maximum force: 0.087 Eh/bohr

Entry from the Open Molecules 2025 dataset: a structure of composition C4H11N5 at a distorted geometry (ωB97M-V/def2-TZVPD).

```
20
Properties=species:S:1:pos:R:3:forces:R:3:nbo_charge:R:1
C 1.67108 0.71494 0.30965 -0.08 0.24 -0.20 -0.288
N 0.71259 1.76807 -0.08920 -0.01 0.02 -0.11 -0.869
C 1.07883 -0.66954 0.22694 -1.51 0.38 0.23 0.205
C 1.46989 -1.57920 -0.68746 -0.52 0.19 -1.86 -0.681
H 1.13819 2.68512 -0.00228 0.01 -0.10 0.03 0.367
H 0.47557 1.64921 -1.06988 -0.01 -0.03 0.06 0.377
H 1.96461 0.92552 1.34558 0.03 -0.11 -0.06 0.197
H 2.57815 0.70784 -0.30210 -0.08 -0.09 0.10 0.217
H 0.96101 -2.54573 -0.60297 -0.25 0.02 0.18 0.161
N -0.18231 -0.82549 0.83276 0.57 0.43 0.31 -0.464
C -1.37436 -0.47104 -1.22847 0.87 -0.08 -2.20 0.509
N -0.85010 0.12380 1.66693 0.63 -0.55 0.40 -0.695
N -2.52589 -0.26598 -0.61400 -0.35 0.08 0.79 -0.858
N -0.57468 -0.61709 -2.08540 -1.47 0.29 0.93 -0.508
H -0.54760 -1.76876 0.86344 -0.03 0.18 0.04 0.399
H -0.55584 1.04163 1.31842 -0.06 -0.12 -0.09 0.401
H -0.51099 0.02933 2.62394 -0.12 0.07 -0.05 0.350
H -3.27314 0.17984 -1.12476 0.19 -0.05 -0.13 0.409
H -2.46307 -0.03835 0.37749 0.03 -0.05 -0.06 0.435
H 0.80806 -1.04412 -1.75861 2.17 -0.70 1.69 0.337
```
Positions in Å, forces in eV/Å.

* Kohn-Sham gap: 7.88 eV
* ΔE to the lowest compared entry with this formula, charge and spin: 105.3 kcal/mol
* total energy: -11771.983 eV
* HOMO: -7.180 eV
* E_LUMO: 0.70 eV
* maximum force: 0.055 Eh/bohr

Entry from the Open Molecules 2025 dataset: a structure of composition C4H11N5 at a distorted geometry (ωB97M-V/def2-TZVPD).

```
20
Properties=species:S:1:pos:R:3:forces:R:3:nbo_charge:R:1
C 2.07034 0.51449 0.21692 -0.27 0.14 -0.09 -0.440
C -0.00346 2.53818 -0.40845 -0.02 -0.01 0.23 -0.657
N 0.00119 -1.35237 -0.32158 -1.16 -0.55 -0.03 -0.214
C -1.39084 -0.84718 -0.57749 1.65 -0.03 1.02 0.232
C -0.17427 1.06076 -0.58440 0.60 -0.70 0.42 0.322
N 0.27870 -2.14675 0.81840 -0.24 -0.15 -0.47 -0.654
N -2.30170 -1.37163 0.37538 -0.16 -0.16 0.06 -0.883
N -1.35928 0.51434 -0.63866 -0.29 0.13 -0.85 -0.509
N 0.90806 0.21539 -0.59925 0.06 1.43 -0.60 -0.392
H 0.53083 -1.60893 -1.14614 -0.38 -0.35 0.43 0.420
H 0.52823 -3.08947 0.53473 -0.03 0.05 0.04 0.355
H -0.60257 -2.18201 1.33559 0.15 0.07 -0.07 0.398
H -2.88862 -2.10957 0.01697 -0.12 0.11 -0.03 0.372
H -2.85358 -0.64968 0.82487 0.09 -0.08 -0.12 0.383
H 2.77754 -0.31030 0.13507 0.03 0.03 0.01 0.202
H 2.54577 1.41484 -0.17846 0.12 0.03 0.07 0.211
H 1.82995 0.66447 1.27405 0.02 0.05 0.01 0.186
H 0.35507 2.78051 0.59568 -0.02 0.01 -0.01 0.217
H 0.71816 2.94884 -1.11998 -0.06 -0.04 0.00 0.210
H -0.96953 3.01608 -0.55328 0.03 0.01 -0.01 0.241
```
Positions in Å, forces in eV/Å.

* Kohn-Sham gap (alpha / beta): 7.37 / 7.37 eV
* ΔE to the lowest compared entry with this formula, charge and spin: 90.2 kcal/mol
* total energy: -11772.638 eV
* HOMO (alpha / beta): -6.493 / -6.494 eV
* E_LUMO (alpha / beta): 0.88 / 0.88 eV
* maximum force: 0.038 Eh/bohr

Entry from the Open Molecules 2025 dataset: a cluster of 2 separate species, C4H11NO in total at a distorted geometry (ωB97M-V/def2-TZVPD).

```
17
Properties=species:S:1:pos:R:3:forces:R:3:mulliken_spin:R:1
C -0.61130 -2.58590 -0.48954 -1.48 -0.30 -1.02 0.036
C -0.43367 -1.57627 0.59291 0.43 1.15 0.79 0.013
H -1.48335 -3.24307 -0.32096 0.62 -0.39 0.40 -0.013
H -0.90974 -2.17648 -1.46201 0.45 0.58 0.20 -0.014
H 0.31963 -3.12381 -0.65269 -0.11 -0.40 0.07 -0.010
H -0.12881 -2.06112 1.52819 0.25 0.04 -0.09 -0.003
H -1.24765 -0.90113 0.87130 -0.56 -0.54 -0.46 -0.001
H 0.28069 -0.81387 0.27191 0.40 -0.27 0.21 -0.039
C 1.55352 1.78930 -0.37814 -0.92 0.92 0.76 0.295
C 0.07583 1.52766 -0.36538 1.15 0.14 1.14 0.586
O -0.55194 0.83207 -1.21450 -0.69 -0.19 -1.05 0.200
N -0.64362 2.33988 0.61685 0.21 0.01 -0.34 0.029
H 2.09257 1.00324 -0.89848 0.17 -0.04 0.16 0.031
H 1.87514 1.97891 0.66579 0.29 -0.71 -0.15 0.073
H -1.63299 2.18462 0.45806 0.02 -0.08 0.08 -0.014
H -0.41099 2.03203 1.56358 -0.19 0.07 -0.03 0.069
H 1.85668 2.79392 -0.78689 -0.05 0.02 -0.68 -0.239
```
Positions in Å, forces in eV/Å.

* Kohn-Sham gap (alpha / beta): 3.04 / 7.73 eV
* ΔE to the lowest compared entry with this formula, charge and spin: 2.6 kcal/mol
* total energy: -7862.402 eV
* charge: -1
* HOMO (alpha / beta): 1.154 / -3.595 eV
* multiplicity: 2
* E_LUMO (alpha / beta): 4.20 / 4.14 eV
* maximum force: 0.035 Eh/bohr

Q: Which of these has the lowest ΔE to the lowest compared entry with this formula, charge and spin?
A: C4H11NO